Entry 1:
DFT (the ωB97M-V functional and the def2-TZVPD basis) results for a 5-piece molecular cluster, C35H52BBr2F10N4O7P overall.

Its relative energy (zero: lowest compared OMol25 entry of this formula, charge and spin) is 0.00 kcal per mole. The value obtained for the orbital gap is 8.0 eV. The LUMO energy is -0.493 eV.

Structure (ORCA input):
```
! wB97M-V def2-TZVPD RIJCOSX def2/J DEFGRID3
* xyz 0 1
C -0.36 -0.26 2.15
C 0.82 0.07 1.23
C 0.90 -0.91 0.06
Br 2.31 -2.21 0.26
N 0.83 -0.16 -1.28
C -0.30 -0.69 -2.12
C -1.60 0.00 -1.76
O -2.65 -0.82 -2.17
C -3.87 -0.15 -2.28
C -4.00 0.91 -3.17
C -5.19 1.62 -3.25
C -5.32 2.79 -4.19
C -6.24 1.23 -2.42
C -6.08 0.17 -1.55
C -4.89 -0.55 -1.44
C -4.84 -1.66 -0.40
C -3.67 -2.64 -0.43
C -4.90 -1.00 0.99
C 0.15 -0.86 -3.59
N -0.48 -2.09 -3.99
Br -0.50 0.54 -4.84
C 1.71 -0.83 -3.48
C 2.55 -2.15 -3.72
F 3.55 -2.24 -2.81
F 3.13 -1.96 -4.95
C 1.87 -3.51 -3.80
C 1.61 -4.08 -5.03
C 0.97 -5.31 -5.12
C 0.60 -5.99 -3.97
C 0.88 -5.42 -2.74
C 0.47 -6.09 -1.46
F 0.30 -7.42 -1.62
F 1.38 -5.92 -0.48
F -0.70 -5.59 -0.99
C 1.53 -4.20 -2.65
C 1.95 0.15 -2.25
P 1.54 1.97 -2.71
N 0.12 2.42 -2.23
N 3.33 0.25 -1.77
C 3.50 0.83 -0.43
C 4.28 0.68 -2.75
C 5.11 1.93 -2.54
O 4.43 0.05 -3.77
H -1.32 0.00 1.71
H -0.23 0.22 3.11
H -0.38 -1.34 2.34
H 1.72 -0.03 1.84
H 0.81 1.10 0.89
H -0.01 -1.50 0.09
H 0.46 0.76 -0.96
H -0.49 -1.73 -1.86
H -1.61 0.02 -0.65
H -1.65 1.03 -2.08
H -3.16 1.18 -3.80
H -6.31 2.82 -4.64
H -5.14 3.72 -3.65
H -4.55 2.73 -4.97
H -7.18 1.76 -2.47
H -6.91 -0.10 -0.91
H -5.74 -2.25 -0.54
H -3.88 -3.42 0.30
H -3.50 -3.12 -1.39
H -2.75 -2.16 -0.07
H -5.91 -0.75 1.27
H -4.36 -0.05 0.97
H -4.46 -1.64 1.76
H -1.47 -1.89 -4.14
H -0.14 -2.36 -4.91
H 2.05 -0.21 -4.31
H 1.87 -3.58 -5.95
H 0.76 -5.74 -6.08
H 0.08 -6.93 -4.03
H 1.75 -3.81 -1.68
H 1.80 2.02 -4.09
H 2.54 2.72 -2.07
H 0.15 3.19 -1.58
H 3.39 0.08 0.33
H 4.50 1.22 -0.31
H 2.80 1.64 -0.19
H 4.93 2.54 -3.42
H 6.15 1.63 -2.52
H 4.88 2.50 -1.65
C 0.38 3.35 5.26
C 1.60 4.19 4.94
O 2.00 3.68 3.67
C 0.88 3.21 3.06
O 0.80 2.93 1.91
O -0.13 3.09 3.94
F 2.60 3.99 5.83
H 0.66 2.42 5.73
H -0.36 3.87 5.86
H 1.41 5.26 4.85
O -1.78 5.43 4.73
H -1.74 4.90 3.93
H -2.70 5.71 4.78
B -5.23 1.42 3.54
F -6.31 0.56 3.28
F -5.46 2.15 4.71
F -4.05 0.65 3.69
F -5.06 2.30 2.45
C 4.19 0.94 7.73
C 4.68 0.35 6.42
C 6.10 0.79 6.10
O 3.80 0.71 5.36
H 4.18 2.03 7.68
H 3.18 0.61 7.95
H 4.83 0.65 8.57
H 4.64 -0.74 6.47
H 6.14 1.88 6.01
H 6.43 0.36 5.16
H 6.79 0.50 6.89
H 3.81 1.67 5.29
*
```



Entry 2:
DFT (the ωB97M-V functional and the def2-TZVPD basis) results for a 6-piece molecular cluster, C35H52Cl2F4N8O7P overall.

The value obtained for the orbital gap is 6.1 eV. The LUMO energy is -4.978 eV.

Structure (ORCA input):
```
! wB97M-V def2-TZVPD RIJCOSX def2/J DEFGRID3
* xyz 1 1
C -3.72 2.38 -3.96
O -3.79 1.77 -2.68
C -2.67 2.00 -1.85
C -2.40 0.71 -1.08
C -1.66 0.94 0.26
C -0.28 1.60 0.06
C 0.95 1.00 0.76
O 1.04 1.16 2.18
N -0.21 1.53 2.79
O -0.12 1.44 3.94
C 2.06 2.04 0.35
P 2.20 3.59 1.33
O 2.86 4.71 0.66
O 0.82 4.07 1.92
O 3.05 3.16 2.59
N 2.74 1.60 -0.65
C 3.82 2.38 -1.28
Cl 5.16 2.73 -0.15
C 3.30 3.62 -2.06
C 4.37 4.69 -2.27
Cl 2.73 3.05 -3.68
C 2.31 0.23 -1.05
O 1.45 0.37 -2.16
C 3.51 -0.58 -1.70
F 4.68 -0.37 -1.05
F 3.63 -0.15 -2.97
C 3.34 -2.13 -1.84
F 2.55 -2.37 -2.91
F 4.56 -2.63 -2.12
C 1.59 -0.34 0.24
C 2.77 -0.79 1.13
C 2.52 -1.44 2.51
C 2.43 -2.98 2.42
N 1.65 -3.56 3.52
C 0.54 -1.34 -0.27
C -0.25 -2.16 0.73
C -0.59 -1.83 2.02
C -1.33 -2.64 2.83
C -1.80 -3.84 2.37
C -1.50 -4.19 1.07
C -2.03 -5.48 0.48
C -0.74 -3.38 0.29
H -2.89 3.09 -4.08
H -3.68 1.58 -4.72
H -4.65 2.93 -4.14
H -1.78 2.27 -2.44
H -2.93 2.78 -1.12
H -3.37 0.31 -0.79
H -1.93 -0.07 -1.69
H -2.32 1.59 0.83
H -1.65 -0.02 0.77
H -0.14 1.77 -1.01
H -0.39 2.62 0.45
H 0.55 4.89 1.48
H 3.97 3.34 2.34
H 4.34 1.80 -2.05
H 2.41 4.00 -1.57
H 4.13 5.19 -3.21
H 5.36 4.26 -2.40
H 4.34 5.42 -1.47
H 1.33 1.31 -2.38
H 2.92 -2.64 -0.97
H 3.43 0.07 1.30
H 3.42 -1.52 0.64
H 1.73 -1.01 3.11
H 3.44 -1.26 3.08
H 2.07 -3.29 1.43
H 3.45 -3.39 2.49
H 2.20 -4.22 4.05
H 0.88 -4.07 3.11
H 0.97 -2.07 -0.95
H -0.19 -0.83 -0.90
H -0.28 -0.87 2.42
H -1.52 -2.30 3.84
H -2.40 -4.49 2.99
H -1.30 -5.91 -0.21
H -2.90 -5.23 -0.13
H -2.35 -6.18 1.25
H -0.52 -3.68 -0.73
C -5.05 -3.66 5.04
C -4.94 -4.33 3.75
N -4.86 -4.86 2.74
H -5.36 -2.62 4.92
H -5.78 -4.15 5.68
H -4.10 -3.66 5.56
C 8.83 1.72 -1.88
C 8.48 3.03 -2.40
N 8.18 4.06 -2.81
H 9.05 1.76 -0.82
H 8.02 1.01 -2.02
H 9.71 1.33 -2.39
C -1.53 0.94 -7.72
C -2.73 0.32 -7.20
N -3.69 -0.18 -6.79
H -0.86 1.23 -6.91
H -0.99 0.26 -8.38
H -1.77 1.84 -8.29
C -4.27 -0.51 2.84
C -4.17 -1.14 1.54
N -4.10 -1.64 0.51
H -4.63 0.52 2.76
H -4.97 -1.04 3.49
H -3.31 -0.49 3.35
C -8.45 0.81 2.41
C -7.32 1.17 3.24
N -6.42 1.45 3.90
H -8.19 0.03 1.70
H -9.28 0.44 3.01
H -8.81 1.66 1.84
*
```



Entry 3:
DFT (the ωB97M-V functional and the def2-TZVPD basis) results for C35H52Cl2O4OsP4 as an isolated structure.

The value obtained for the orbital gap (spin up / spin down) is 6.3 / 3.8 eV. The LUMO energy (spin up / spin down) is -5.074 / -7.977 eV.

Structure (ORCA input):
```
! wB97M-V def2-TZVPD RIJCOSX def2/J DEFGRID3
* xyz 2 5
P 2.22 -5.32 -2.54
C 1.63 -5.92 -1.00
C 0.93 -7.09 -1.37
H 0.54 -7.20 -2.38
C 0.90 -8.17 -0.50
H 0.51 -9.12 -0.88
C 1.39 -8.03 0.80
H 1.36 -8.88 1.47
C 1.90 -6.79 1.22
H 2.22 -6.69 2.27
C 2.02 -5.71 0.35
H 2.37 -4.73 0.71
C 0.94 -4.59 -3.54
C -0.44 -4.58 -3.26
H -0.80 -4.70 -2.23
C -1.32 -4.40 -4.32
H -2.40 -4.46 -4.13
C -0.85 -4.20 -5.62
H -1.56 -4.14 -6.45
C 0.51 -4.08 -5.85
H 0.90 -3.94 -6.87
C 1.41 -4.18 -4.82
H 2.48 -4.05 -4.97
C 3.71 -4.34 -2.39
C 4.58 -5.34 -2.91
H 4.19 -6.33 -3.13
C 5.89 -5.05 -3.22
H 6.47 -5.87 -3.67
C 6.41 -3.80 -2.97
H 7.45 -3.60 -3.22
C 5.59 -2.82 -2.40
H 6.03 -1.84 -2.19
C 4.24 -3.07 -2.11
H 3.67 -2.27 -1.60
Os -0.40 -0.19 -0.06
C -0.55 0.76 -1.89
C -0.03 0.26 -3.05
H -1.10 1.73 -1.90
C 0.82 -1.00 -2.89
O 2.17 -0.71 -3.37
H 2.71 -1.51 -3.26
C 0.72 -1.17 -1.41
H 0.34 -1.88 -3.41
C 1.18 -1.01 -0.22
Cl -1.16 1.76 1.08
Cl -0.62 -1.70 1.90
P -2.62 -1.18 -0.27
C -3.52 -0.82 1.26
H -3.77 0.24 1.29
H -2.85 -1.04 2.10
H -4.41 -1.45 1.33
C -3.57 -0.45 -1.61
H -3.14 -0.74 -2.57
H -3.52 0.64 -1.51
H -4.61 -0.78 -1.56
C -2.65 -2.98 -0.51
H -1.81 -3.43 0.03
H -2.57 -3.22 -1.58
H -3.59 -3.39 -0.11
P -0.27 1.04 -4.68
C -1.33 2.45 -4.46
C -1.02 -0.15 -5.78
H -0.88 3.15 -3.75
H -2.31 2.13 -4.09
H -1.47 2.95 -5.43
H -0.42 -1.07 -5.85
H -1.12 0.27 -6.78
H -2.02 -0.42 -5.42
C 1.31 1.54 -5.33
H 1.66 2.43 -4.80
H 1.23 1.78 -6.40
H 2.04 0.74 -5.19
H 1.86 -1.68 0.38
C 1.84 3.30 -0.43
C 2.84 2.47 0.33
O 2.11 1.73 1.33
P 2.82 1.10 2.69
O 3.11 2.44 3.58
C 2.23 3.59 3.57
C 2.47 4.31 4.87
O 1.50 0.44 3.39
C 1.13 0.58 4.78
C -0.12 -0.23 4.99
H 1.11 2.67 -0.94
H 2.37 3.90 -1.18
H 1.30 3.98 0.23
H 3.34 1.76 -0.35
H 3.60 3.12 0.79
H 2.48 4.23 2.71
H 1.17 3.28 3.48
H 2.17 3.69 5.72
H 3.53 4.56 4.98
H 1.89 5.23 4.89
H 1.95 0.21 5.43
H 0.94 1.64 5.01
H -0.48 -0.10 6.01
H -0.90 0.09 4.29
H 0.08 -1.30 4.82
*
```



Entry 4:
DFT (the ωB97M-V functional and the def2-TZVPD basis) results for C35H52CoO2P4 as an isolated structure.

Its relative energy (zero: lowest compared OMol25 entry of this formula, charge and spin) is 38.30 kcal per mole. The value obtained for the orbital gap (spin up / spin down) is 5.1 / 1.9 eV. The LUMO energy (spin up / spin down) is -9.266 / -12.475 eV.

Structure (ORCA input):
```
! wB97M-V def2-TZVPD RIJCOSX def2/J DEFGRID3
* xyz 3 5
Co 1.35 0.01 -2.45
P 2.90 -1.32 0.02
P 1.81 1.56 -1.12
P -0.01 -1.99 -1.65
H 3.20 1.01 -3.71
C 2.34 0.35 -3.98
C 1.21 0.94 -4.72
H 1.18 2.04 -4.64
C 4.26 -2.23 -0.84
C 3.92 -0.21 1.11
C 2.61 -2.55 1.40
C 0.77 2.84 -1.91
C 1.52 1.97 0.63
C 3.56 1.90 -1.47
C -1.67 -2.52 -2.15
C -0.25 -2.48 0.08
C 1.00 -3.39 -2.27
H 2.57 -0.65 -4.37
H 1.30 0.52 -5.74
H 4.99 -2.54 -0.08
H 4.73 -1.57 -1.58
H 3.85 -3.12 -1.33
H 4.61 -0.84 1.69
H 3.26 0.31 1.82
H 4.51 0.51 0.53
H 3.53 -2.73 1.98
H 2.26 -3.52 1.00
H 1.85 -2.14 2.08
H 0.86 3.75 -1.32
H -0.24 2.42 -1.84
H 1.08 2.96 -2.96
H 2.48 2.15 1.16
H 0.95 1.15 1.08
H 0.92 2.90 0.69
H 3.57 2.79 -2.12
H 4.03 1.03 -1.97
H 4.02 2.11 -0.49
H -2.04 -3.39 -1.58
H -1.71 -2.76 -3.21
H -2.40 -1.73 -1.95
H -1.30 -2.76 0.25
H -0.03 -1.64 0.75
H 0.33 -3.36 0.37
H 0.44 -3.90 -3.05
H 1.20 -4.12 -1.48
H 1.95 -3.02 -2.67
C -2.64 0.59 -5.55
C -2.16 -0.60 -4.70
C -1.32 -1.49 -5.50
C -1.80 -1.92 -6.71
C -2.76 -1.08 -7.36
C -2.97 0.22 -6.92
O -2.78 1.67 -4.99
H -3.11 -0.99 -4.46
H -1.70 -0.27 -3.78
H -0.35 -1.84 -5.11
H -1.50 -2.84 -7.19
H -3.24 -1.39 -8.31
H -3.37 1.01 -7.54
O -0.21 -0.28 1.99
P -1.03 0.45 3.01
C -0.01 1.81 3.57
C 1.23 1.49 4.16
C 2.18 2.49 4.38
C 1.89 3.81 4.05
C 0.64 4.15 3.52
C -0.32 3.15 3.30
C -2.60 1.05 2.37
C -3.70 1.19 3.22
C -4.90 1.76 2.75
C -4.99 2.16 1.41
C -3.91 1.94 0.54
C -2.73 1.38 0.99
C -1.37 -0.59 4.43
C -1.67 -1.94 4.22
C -1.93 -2.77 5.32
C -1.87 -2.25 6.62
C -1.58 -0.89 6.82
C -1.32 -0.06 5.73
H 1.45 0.47 4.42
H 3.16 2.22 4.80
H 2.63 4.60 4.22
H 0.40 5.19 3.28
H -1.29 3.41 2.91
H -3.64 0.84 4.27
H -5.73 1.90 3.44
H -5.91 2.63 1.05
H -4.01 2.23 -0.51
H -1.89 1.18 0.32
H -1.69 -2.33 3.20
H -2.16 -3.82 5.15
H -2.07 -2.90 7.47
H -1.54 -0.49 7.83
H -1.08 0.99 5.90
*
```



| no. | F_max (eV/A) | calculated total energy (a.u.) |
| --- | --- | --- |
| 1 | 1.26 | -8623.594867 |
| 2 | 2.99 | -3990.435190 |
| 3 | 8.56 | -4041.646224 |
| 4 | 5.83 | -4262.352447 |